--- 1 ---
# C3H2N2O2

One molecule with the formula C3H2N2O2 (the ωB97M-V functional and the def2-TZVPD basis, OMol25).

Last column: natural (NBO) charge in e.
Element x y z (Å)
O1 -2.54 0.04 -0.83  -0.43
C1 -1.81 0.06 0.13  0.39
C2 -0.31 -0.02 -0.01  0.41
N1 0.52 0.92 -0.33  -0.46
C3 1.72 0.27 -0.21  0.14
N2 1.64 -0.98 0.16  -0.12
O2 0.28 -1.18 0.30  -0.27
H1 -2.18 0.16 1.16  0.14
H2 2.68 0.74 -0.37  0.22

Values from the calculation:
total charge = 0
2S+1 = 1
LUMO level = 0.0 eV
SMILES string = O=Cc1ncno1

=====

--- 2 ---
# C3H2N2O2

One molecule with the formula C3H2N2O2 (the ωB97M-V functional and the def2-TZVPD basis, OMol25).

Last column: natural (NBO) charge in e.
Element x y z (Å)
N1 -1.43 -0.74 -0.30  -0.57
C1 -0.72 0.14 0.22  0.65
O1 0.61 0.07 0.61  -0.51
C2 1.52 -0.45 -0.27  0.65
O2 1.28 -0.83 -1.37  -0.53
C3 -1.64 2.46 0.82  0.39
N2 -1.22 1.39 0.55  -0.59
H1 -0.91 -1.59 -0.50  0.37
H2 2.50 -0.46 0.23  0.14

Values from the calculation:
total charge = 0
2S+1 = 1
LUMO level = 0.0 eV

=====

Stability check: which of them is least stable? 1.

=====

--- 1 ---
# C3H2N2O2

One molecule with the formula C3H2N2O2 (the ωB97M-V functional and the def2-TZVPD basis, OMol25).

Last column: natural (NBO) charge in e.
Element x y z (Å)
O1 -0.52 0.75 -2.16  -0.51
C1 -0.21 0.41 -1.02  0.57
C2 0.53 -0.90 -0.76  -0.05
N1 0.50 -1.36 0.49  -0.06
O2 -0.18 -0.62 1.52  -0.32
C3 -0.35 0.70 1.23  0.43
N2 -0.27 1.27 0.06  -0.50
H1 0.92 -1.59 -1.48  0.24
H2 -0.41 1.33 2.12  0.20

Values from the calculation:
total charge = 0
2S+1 = 1
LUMO level = -0.5 eV
SMILES string = O=c1cnocn1

=====

--- 2 ---
# C3H2N2O2

One molecule with the formula C3H2N2O2 (the ωB97M-V functional and the def2-TZVPD basis, OMol25).

Last column: natural (NBO) charge in e.
Element x y z (Å)
O1 -1.37 -1.91 0.19  -0.47
C1 -0.72 -0.93 -0.15  0.60
C2 0.74 -0.65 0.07  -0.32
C3 0.94 0.69 -0.12  -0.01
N1 -0.38 1.34 -0.37  -0.04
O2 -1.22 1.16 0.71  -0.21
N2 -1.39 0.40 -0.48  -0.04
H1 1.61 -1.46 0.20  0.27
H2 1.79 1.36 -0.05  0.24

Values from the calculation:
total charge = 0
2S+1 = 1
LUMO level = -0.8 eV
SMILES string = O=c1ccn2on12

=====

Stability check: which of them is least stable? 2.

=====

--- 1 ---
# C7H13NP

An isolated ion of composition C7H13NP and charge +1 (the ωB97M-V functional and the def2-TZVPD basis, OMol25).

Last column: natural (NBO) charge in e.
Element x y z (Å)
C1 1.84 -2.59 -0.34  0.03
C2 -0.92 1.21 -0.63  -0.46
C3 -0.20 2.21 0.06  0.05
C4 1.09 -0.45 0.18  -0.52
C5 -2.41 1.13 -0.45  -0.61
C6 -0.12 -2.34 0.99  -0.41
C7 1.21 2.34 -0.12  -0.69
N1 1.01 -1.80 0.25  -0.28
P1 2.17 0.72 0.55  0.78
H1 1.68 -3.66 -0.32  0.22
H2 2.69 -2.19 -0.87  0.22
H3 -0.61 1.07 -1.67  0.24
H4 -0.66 2.69 0.91  0.22
H5 -0.36 0.23 -0.12  0.29
H6 -2.89 1.93 -1.00  0.24
H7 -2.80 0.19 -0.83  0.22
H8 -2.69 1.23 0.60  0.22
H9 -0.28 -3.38 0.74  0.23
H10 -1.02 -1.77 0.76  0.24
H11 0.08 -2.26 2.06  0.25
H12 1.66 3.18 0.40  0.27
H13 1.54 2.31 -1.16  0.27

Values from the calculation:
total charge = +1
2S+1 = 1
LUMO level (alpha / beta) = -4.9 / -4.9 eV

=====

--- 2 ---
# C7H13NP

A 2-piece molecular cluster, C7H13NP overall (the ωB97M-V functional and the def2-TZVPD basis, OMol25).

Last column: natural (NBO) charge in e.
Element x y z (Å)
C1 0.17 -0.48 -2.81  -0.09
C2 1.01 -0.18 -1.81  -0.20
C3 1.00 -1.35 2.05  -0.06
C4 -1.06 0.00 -2.06  -0.43
C5 -0.10 0.40 -0.97  -0.32
C6 1.27 0.97 1.36  -0.46
C7 -0.09 -0.59 0.17  0.23
N1 0.75 -0.39 1.16  -0.34
P1 -2.90 0.19 1.27  0.15
H1 0.18 -0.96 -3.74  0.23
H2 2.06 -0.15 -1.46  0.23
H3 0.43 -2.29 2.06  0.22
H4 2.03 -1.33 2.46  0.22
H5 -1.50 0.85 -2.53  0.24
H6 -1.83 -0.75 -1.85  0.23
H7 -0.01 1.43 -0.69  0.24
H8 0.52 1.80 1.21  0.25
H9 2.11 1.08 0.59  0.24
H10 1.72 1.12 2.42  0.26
H11 -0.46 -1.60 0.05  0.24
H12 -2.52 0.84 2.53  -0.03
H13 -2.78 1.38 0.58  -0.05

Values from the calculation:
total charge = +1
2S+1 = 1
LUMO level (alpha / beta) = -5.2 / -5.2 eV

=====

Stability check: which of them is least stable? 2.

=====

--- 1 ---
# C2H3IO2

C2H3IO2 as an isolated structure (the ωB97M-V functional and the def2-TZVPD basis, OMol25).

Last column: natural (NBO) charge in e.
Element x y z (Å)
C1 0.09 -0.64 0.20  0.87
C2 -1.19 0.01 -0.04  -0.77
O1 0.99 -1.33 0.42  -0.33
O2 1.65 1.33 -0.39  -1.05
I1 3.15 0.21 -0.06  0.39
H1 -1.83 -0.73 -0.56  0.28
H2 -1.59 0.05 0.95  0.28
H3 -1.26 1.09 -0.53  0.33

Values from the calculation:
total charge = 0
2S+1 = 1
LUMO level (alpha / beta) = -0.3 / -0.3 eV

=====

--- 2 ---
# C2H3IO2

One molecule with the formula C2H3IO2 (the ωB97M-V functional and the def2-TZVPD basis, OMol25).

Last column: natural (NBO) charge in e.
Element x y z (Å)
C1 0.24 -1.00 0.25  0.62
C2 1.21 -0.06 -0.18  -0.81
O1 -0.82 -1.36 0.57  -0.45
O2 -2.29 1.67 -0.26  -0.92
I1 -2.90 0.09 0.52  0.71
H1 2.23 -0.53 -0.02  0.26
H2 0.97 0.33 -1.33  0.30
H3 1.35 0.86 0.46  0.28

Values from the calculation:
total charge = 0
2S+1 = 1
LUMO level (alpha / beta) = 0.0 / -1.3 eV

=====

Stability check: which of them is least stable? 2.

=====

--- 1 ---
# C5H11ClN

A 2-piece molecular cluster, C5H11ClN overall (the ωB97M-V functional and the def2-TZVPD basis, OMol25).

Last column: natural (NBO) charge in e.
Element x y z (Å)
C1 -0.72 0.18 0.28  0.74
C2 -0.98 -2.25 0.67  -0.63
C3 -0.49 2.00 -1.21  -0.42
C4 1.49 1.12 -0.05  -0.44
C5 -0.43 -0.94 1.18  -0.57
N1 0.02 1.05 -0.26  -0.38
Cl1 -3.11 0.36 -0.24  -0.14
H1 -0.81 -3.21 1.37  0.27
H2 -2.04 -2.30 0.42  0.26
H3 -0.50 -2.43 -0.28  0.22
H4 -0.61 1.44 -2.16  0.25
H5 0.27 2.88 -1.27  0.25
H6 -1.46 2.30 -0.95  0.26
H7 1.88 1.71 -0.95  0.26
H8 2.05 0.20 -0.15  0.25
H9 1.73 1.47 0.93  0.25
H10 -0.93 -0.53 2.14  0.30
H11 0.72 -0.98 1.39  0.28

Values from the calculation:
total charge = +1
2S+1 = 1
LUMO level (alpha / beta) = -6.6 / -6.6 eV

=====

--- 2 ---
# C5H11ClN

An isolated ion of composition C5H11ClN and charge +1 (the ωB97M-V functional and the def2-TZVPD basis, OMol25).

Last column: natural (NBO) charge in e.
Element x y z (Å)
C1 -0.65 -2.57 0.18  -0.62
C2 -0.31 -1.31 -0.67  -0.52
C3 -0.97 -0.05 -0.24  0.41
Cl1 -2.65 0.05 0.14  0.15
N1 -0.28 1.05 -0.08  -0.30
C4 -0.88 2.34 0.19  -0.43
C5 1.15 1.02 -0.28  -0.45
H1 -1.69 -3.05 0.14  0.25
H2 0.10 -3.32 -0.21  0.24
H3 -0.40 -2.44 1.25  0.23
H4 0.82 -1.13 -0.48  0.26
H5 -0.60 -1.50 -1.79  0.30
H6 -1.29 2.42 1.25  0.26
H7 -1.69 2.41 -0.61  0.24
H8 -0.11 3.10 -0.04  0.24
H9 1.54 2.13 -0.20  0.25
H10 1.51 0.69 -1.34  0.25
H11 1.53 0.33 0.46  0.23

Values from the calculation:
total charge = +1
2S+1 = 1
LUMO level = -4.6 eV
SMILES string = CCC(Cl)=[N+](C)C

=====

--- 3 ---
# C5H11ClN

An isolated ion of composition C5H11ClN and charge +1 (the ωB97M-V functional and the def2-TZVPD basis, OMol25).

Last column: natural (NBO) charge in e.
Element x y z (Å)
C1 -0.58 -0.56 -0.04  -0.38
C2 0.78 -0.85 0.66  -0.09
C3 -0.61 0.89 -0.05  0.21
C4 -0.47 -1.16 -1.52  -0.62
C5 0.13 1.78 -1.04  -0.72
N1 0.61 -0.71 2.15  -0.73
Cl1 -1.07 1.64 1.44  0.07
H1 -1.41 -0.82 0.51  0.24
H2 1.68 -0.18 0.41  0.21
H3 0.48 -1.44 -1.87  0.24
H4 -0.91 -0.53 -2.27  0.23
H5 -1.00 -2.03 -1.75  0.25
H6 0.42 2.67 -0.63  0.26
H7 -0.57 2.29 -1.67  0.28
H8 0.77 1.12 -1.72  0.27
H9 1.49 -1.10 2.50  0.45
H10 -0.18 -1.28 2.33  0.43
H11 0.43 0.28 2.55  0.42

Values from the calculation:
total charge = +1
2S+1 = 1
LUMO level (alpha / beta) = -4.5 / -5.1 eV

=====

Stability check: which of them is least stable? 3.

=====

--- 1 ---
# C4H5NO3

One molecule with the formula C4H5NO3 (the ωB97M-V functional and the def2-TZVPD basis, OMol25).

Last column: natural (NBO) charge in e.
Element x y z (Å)
C1 -0.60 1.76 0.18  -0.23
C2 -0.45 0.47 0.09  -0.28
C3 0.88 -0.19 -0.05  0.06
N1 1.98 0.37 0.54  -0.11
O1 2.98 -0.73 -0.31  -0.65
C4 -1.59 -0.40 0.03  0.77
O2 -2.74 -0.07 -0.24  -0.54
O3 -1.16 -1.83 0.46  -0.72
H1 -1.76 1.88 0.22  0.22
H2 -0.06 2.62 -0.29  0.24
H3 0.65 -1.35 -0.57  0.26
H4 3.98 -0.29 0.12  0.47
H5 -2.10 -2.24 -0.16  0.50

Values from the calculation:
total charge = 0
2S+1 = 1
LUMO level = -0.9 eV
SMILES string = C=C(/C=N/O)C(=O)O

=====

--- 2 ---
# C4H5NO3

One molecule with the formula C4H5NO3 (the ωB97M-V functional and the def2-TZVPD basis, OMol25).

Last column: natural (NBO) charge in e.
Element x y z (Å)
O1 1.60 -2.04 1.00  -0.51
C1 0.94 -1.11 0.65  0.79
C2 0.20 -1.08 -0.67  -0.35
N1 0.10 0.28 -1.14  -0.60
C3 -0.62 1.08 -0.15  -0.36
C4 0.01 1.06 1.20  0.79
O2 -0.11 1.93 2.00  -0.52
O3 0.70 -0.07 1.55  -0.51
H1 0.72 -1.64 -1.46  0.24
H2 -0.77 -1.64 -0.58  0.20
H3 -0.44 0.33 -2.02  0.37
H4 -1.68 0.76 0.07  0.20
H5 -0.66 2.12 -0.45  0.24

Values from the calculation:
total charge = 0
2S+1 = 1
LUMO level = 0.4 eV
SMILES string = O=C1CNCC(=O)O1

=====

--- 3 ---
# C4H5NO3

One molecule with the formula C4H5NO3 (the ωB97M-V functional and the def2-TZVPD basis, OMol25).

Last column: natural (NBO) charge in e.
Element x y z (Å)
O1 -2.32 -0.33 0.22  -0.55
C1 -1.21 -0.08 -0.13  0.73
C2 -0.28 -1.22 -0.35  -0.27
O2 1.18 -1.37 -0.26  -0.48
C3 1.61 -0.34 0.60  -0.18
C4 1.31 0.97 -0.02  0.05
N1 0.30 1.66 -0.45  -0.09
O3 -0.77 1.17 0.29  -0.39
H1 -1.01 -1.65 0.48  0.28
H2 -0.53 -1.88 -1.29  0.25
H3 2.76 -0.52 0.69  0.22
H4 1.23 -0.74 1.50  0.22
H5 2.15 1.51 -0.83  0.21

Values from the calculation:
total charge = 0
2S+1 = 1
LUMO level = 0.2 eV
SMILES string = O=C1COCC=NO1

=====

--- 4 ---
# C4H5NO3

One molecule with the formula C4H5NO3 (the ωB97M-V functional and the def2-TZVPD basis, OMol25).

Last column: natural (NBO) charge in e.
Element x y z (Å)
N1 1.37 1.53 -0.10  -0.89
C1 1.54 0.08 -0.04  0.66
O1 2.46 -0.75 -0.43  -0.58
C2 0.16 -0.38 0.67  0.01
C3 -0.84 -1.22 -0.12  -0.55
C4 -1.75 -0.08 -0.08  0.77
O2 -2.75 0.48 -0.52  -0.54
O3 -0.85 0.69 0.54  -0.50
H1 0.16 1.81 -0.31  0.45
H2 1.90 2.23 -0.61  0.40
H3 0.41 -0.52 1.68  0.22
H4 -0.81 -1.59 -1.18  0.28
H5 -1.00 -2.29 0.49  0.26

Values from the calculation:
total charge = 0
2S+1 = 1
LUMO level = 0.6 eV
SMILES string = NC(=O)[C@@H]1CC(=O)O1

=====

Stability check: which of them is least stable? 1.